(1)
Formula: C37H50FN4O5ScSi2
Source: the Open Molecules 2025 dataset
Level of theory: ωB97M-V/def2-TZVPD

Each line ends with the Löwdin charge.
Positions of all 100 atoms, in Å:
Sc  0.37  -1.98  -1.00  0.9886
O  1.99  0.41  -4.28  0.1988
C  1.40  -0.45  -3.53  -0.3924
O  1.77  -0.74  -2.34  -0.0149
C  0.22  -1.20  -4.07  -0.1980
C  -0.21  -1.15  -5.35  0.0384
C  -1.36  -1.96  -5.67  0.0093
C  -1.97  -2.71  -4.68  0.0180
C  -1.48  -2.65  -3.39  -0.1140
N  -0.31  -1.98  -3.12  0.0937
C  -1.94  -3.52  -2.19  -0.5711
O  -3.09  -3.92  -2.11  0.0744
O  -0.97  -3.61  -1.35  -0.1091
H  2.69  0.87  -3.78  0.1672
H  0.33  -0.55  -6.08  0.1314
H  -1.78  -1.98  -6.67  0.1106
H  -2.75  -3.44  -4.90  0.1388
C  -4.27  4.63  0.59  -0.0701
C  -4.40  4.10  -0.83  -0.5632
C  -5.81  3.49  -0.92  -0.0692
C  -4.28  5.19  -1.91  -0.0382
C  -3.36  2.96  -1.11  -0.1330
C  -3.60  1.78  -1.87  -0.0167
C  -2.69  0.76  -1.80  -0.1303
N  -1.49  0.82  -1.21  0.1237
C  -1.17  1.99  -0.60  -0.1915
C  -2.08  3.07  -0.55  0.0371
C  0.13  2.11  0.07  -0.2157
C  0.35  2.93  1.18  0.0492
C  1.66  3.05  1.67  -0.1482
C  2.68  2.40  0.98  0.0031
C  2.35  1.61  -0.15  -0.1220
N  1.12  1.43  -0.54  0.1132
C  1.88  3.64  3.07  -0.5402
C  2.38  2.49  3.97  -0.0479
C  0.62  4.18  3.77  -0.0557
C  2.92  4.74  2.90  -0.0447
H  -5.17  5.20  0.86  0.0817
H  -3.36  5.26  0.77  0.0897
H  -4.25  3.74  1.30  0.1130
H  -6.55  4.09  -0.33  0.0909
H  -5.72  2.47  -0.42  0.1087
H  -6.18  3.32  -1.93  0.0737
H  -5.06  5.92  -1.68  0.0865
H  -4.47  4.81  -2.90  0.0701
H  -3.25  5.64  -1.89  0.0985
H  -4.46  1.70  -2.48  0.1036
H  -2.92  -0.20  -2.33  0.1240
H  -1.78  3.99  -0.07  0.1045
H  -0.53  3.30  1.67  0.1009
H  3.73  2.48  1.27  0.1093
H  3.13  1.08  -0.72  0.1054
H  1.69  1.65  3.93  0.0735
H  2.50  2.74  5.03  0.0863
H  3.40  2.07  3.69  0.1018
H  -0.08  3.37  3.99  0.0873
H  0.08  4.91  3.17  0.0818
H  0.94  4.64  4.71  0.0852
H  3.83  4.37  2.44  0.0728
H  3.13  5.21  3.85  0.0830
H  2.62  5.57  2.29  0.0784
C  2.83  -5.94  -0.37  -0.1775
Si  2.77  -4.42  -1.43  0.4441
C  4.49  -3.98  -2.16  -0.1686
C  1.82  -4.73  -3.06  -0.1599
N  2.13  -3.04  -0.55  -0.1756
C  2.61  -2.58  0.68  -0.2985
C  3.74  -1.65  0.79  -0.0099
C  4.07  -1.11  2.03  -0.1212
C  3.45  -1.56  3.16  -0.1238
C  2.58  -2.62  3.12  -0.0351
C  2.21  -3.16  1.90  -0.2493
F  1.42  -4.25  1.87  0.0549
H  3.38  -6.75  -0.94  0.0505
H  1.79  -6.27  -0.26  0.0290
H  3.28  -5.84  0.63  0.0355
H  4.30  -3.47  -3.12  0.0207
H  4.99  -4.93  -2.42  0.0286
H  5.01  -3.37  -1.47  -0.0120
H  1.79  -3.80  -3.61  0.0019
H  0.79  -5.00  -2.85  0.0189
H  2.19  -5.49  -3.73  0.0313
H  4.31  -1.40  -0.08  0.0902
H  4.85  -0.36  2.11  0.0940
H  3.79  -1.21  4.14  0.1076
H  2.16  -3.12  4.02  0.1268
C  -3.22  -1.92  1.59  -0.1548
Si  -1.39  -1.70  2.02  0.3621
C  -0.87  -3.10  3.22  -0.1563
C  -1.28  -0.15  3.01  -0.1733
O  -0.35  -1.52  0.71  -0.4103
H  -3.77  -2.40  2.45  0.0509
H  -3.31  -2.56  0.73  0.0071
H  -3.69  -0.98  1.34  0.0145
H  -1.61  -3.34  4.00  0.0315
H  0.08  -2.91  3.74  0.0021
H  -0.72  -4.06  2.74  0.0238
H  -1.96  -0.17  3.83  0.0165
H  -1.47  0.78  2.39  0.0414
H  -0.27  -0.02  3.43  0.0219

## Properties
* net charge: 0
* calculated total energy: -94559.9832 eV
* LUMO energy: -1.08 eV
* multiplicity: 1
* gap between HOMO and LUMO: 6.56 eV

---

(2)
Formula: C37H50INO3P2PdSe2
Source: the Open Molecules 2025 dataset
Level of theory: ωB97M-V/def2-TZVPD

Each line ends with the Löwdin charge.
Positions of all 97 atoms, in Å:
Pd  -0.46  -1.62  -0.56  0.0954
O  6.26  -0.85  2.22  -0.0744
C  4.93  -1.21  2.59  -0.2236
C  3.85  -0.68  1.62  -0.4235
C  4.16  0.81  1.36  -0.2262
O  4.62  1.53  2.51  -0.0787
C  4.05  -1.42  0.28  -0.5929
Se  3.36  -0.59  -1.37  0.3920
C  2.31  -1.03  3.76  -0.2118
Se  -0.51  -1.13  2.16  0.5412
H  6.27  0.11  2.29  0.0675
H  4.76  -0.84  3.60  0.1036
H  4.89  -2.30  2.61  0.1314
H  3.31  1.31  0.91  0.0743
H  4.97  0.86  0.63  0.1074
H  3.92  1.50  3.17  0.0436
H  3.60  -2.42  0.37  0.0363
H  5.12  -1.55  0.13  0.0365
H  1.31  -1.46  3.93  0.0415
H  3.02  -1.72  4.22  0.0994
O  -0.22  1.28  -0.83  -0.3512
P  0.39  2.03  0.29  0.7847
C  1.04  1.10  1.71  -0.3616
C  1.25  -0.36  1.54  -0.6247
C  2.45  -1.02  2.23  -0.2741
C  2.34  0.27  4.47  -0.1026
C  1.86  1.46  4.07  -0.1184
C  1.27  1.84  2.81  -0.1297
C  -0.85  3.15  1.03  -0.2623
C  -0.93  4.50  0.72  -0.0801
C  -1.99  5.26  1.20  -0.1046
C  -2.98  4.67  1.98  -0.1122
C  -2.90  3.31  2.28  -0.0839
C  -1.84  2.55  1.81  -0.0708
C  1.74  3.08  -0.32  -0.2663
C  2.37  4.09  0.41  -0.0994
C  3.43  4.79  -0.13  -0.0995
C  3.88  4.48  -1.40  -0.1035
C  3.27  3.47  -2.13  -0.0838
C  2.20  2.78  -1.60  -0.1033
H  1.28  -0.65  0.49  -0.0032
H  2.32  -2.08  1.96  0.1204
H  2.75  0.25  5.48  0.0951
H  1.92  2.27  4.79  0.0935
H  0.95  2.88  2.79  0.0861
H  -0.17  4.97  0.10  0.0983
H  -2.05  6.32  0.96  0.0910
H  -3.81  5.26  2.35  0.0886
H  -3.66  2.84  2.88  0.0975
H  -1.76  1.50  2.05  0.0553
H  2.04  4.32  1.42  0.0981
H  3.91  5.56  0.45  0.0917
H  4.73  5.02  -1.82  0.0903
H  3.65  3.20  -3.11  0.1002
H  1.74  1.96  -2.13  0.0785
C  -4.54  -1.22  0.67  -0.1405
C  -4.56  -0.69  -0.77  -0.5391
C  -5.73  -1.27  -1.55  -0.1268
P  -2.83  -0.86  -1.48  1.0760
C  -2.77  0.47  -2.79  -0.5471
C  -2.85  1.85  -2.14  -0.1395
C  -3.74  0.38  -3.97  -0.1286
C  -2.93  -2.41  -2.54  -0.5662
C  -3.08  -3.68  -1.71  -0.1315
C  -1.62  -2.45  -3.32  -0.1595
H  -5.42  -0.89  1.22  0.0651
H  -3.64  -0.90  1.20  0.0335
H  -4.53  -2.31  0.68  0.0657
H  -4.70  0.39  -0.71  0.0851
H  -5.66  -2.36  -1.61  0.0542
H  -5.78  -0.90  -2.57  0.0489
H  -6.67  -1.03  -1.05  0.0676
H  -1.75  0.36  -3.16  0.0974
H  -3.86  2.05  -1.76  0.0606
H  -2.61  2.63  -2.86  0.0752
H  -2.14  1.92  -1.32  0.0297
H  -4.76  0.61  -3.66  0.0579
H  -3.74  -0.61  -4.44  0.0529
H  -3.46  1.11  -4.74  0.0689
H  -3.78  -2.37  -3.23  0.0835
H  -2.36  -3.71  -0.90  0.0437
H  -2.90  -4.56  -2.34  0.0698
H  -4.08  -3.77  -1.28  0.0466
H  -0.82  -2.09  -2.65  0.0219
H  -1.63  -1.79  -4.19  0.0648
H  -1.39  -3.46  -3.67  0.0505
I  1.52  -5.13  -4.27  0.7795
C  1.01  -4.80  -2.26  -0.7287
C  0.29  -5.76  -1.57  -0.1792
C  -0.04  -5.49  -0.24  -0.0975
C  0.33  -4.27  0.30  -0.1789
N  1.04  -3.36  -0.38  0.0016
C  1.39  -3.62  -1.64  -0.2487
H  -0.01  -6.68  -2.04  0.0808
H  -0.60  -6.20  0.35  0.0925
H  0.05  -3.97  1.31  0.0597
H  2.00  -2.85  -2.12  0.0054

## Properties
* net charge: -2
* calculated total energy: -207664.2731 eV
* LUMO energy: 3.71 eV
* multiplicity: 1
* gap between HOMO and LUMO: 3.85 eV

---

(3)
Formula: C37H50N10O5PReS2
Source: the Open Molecules 2025 dataset
Level of theory: ωB97M-V/def2-TZVPD

Each line ends with the Löwdin charge.
Positions of all 106 atoms, in Å:
Re  -0.51  -0.31  -0.60  1.5121
N  7.57  2.32  -0.94  0.1641
C  6.39  1.72  -1.21  -0.2827
C  5.76  0.92  -0.23  -0.0057
C  4.57  0.29  -0.51  -0.0544
C  3.98  0.45  -1.77  -0.3420
C  4.59  1.25  -2.74  -0.0479
C  5.77  1.87  -2.47  0.0029
S  2.54  -0.38  -2.13  0.6648
O  2.52  -1.70  -1.55  -0.3294
O  2.23  -0.26  -3.53  -0.2803
N  1.29  0.37  -1.29  -0.2220
C  0.92  1.68  -1.47  -0.4711
N  -0.38  1.77  -1.09  -0.0288
C  -0.99  2.95  -1.12  -0.0634
C  -0.30  4.06  -1.56  -0.0059
C  1.03  3.86  -1.96  -0.0408
N  1.64  2.68  -1.93  0.1945
H  8.04  2.18  -0.07  0.1202
H  8.04  2.85  -1.65  0.1226
H  6.23  0.78  0.74  0.1204
H  4.11  -0.34  0.24  0.1090
H  4.12  1.36  -3.71  0.1207
H  6.25  2.48  -3.22  0.1267
H  -2.03  2.99  -0.80  0.1381
H  -0.76  5.03  -1.60  0.1251
H  1.61  4.69  -2.34  0.1353
C  -4.32  -2.65  -4.84  -0.0097
O  -3.02  -2.12  -4.53  -0.0743
C  -2.12  -2.92  -3.95  -0.2177
C  -2.39  -4.23  -3.54  0.0135
C  -1.37  -5.04  -3.07  -0.0439
C  -0.06  -4.57  -3.00  -0.0782
C  0.21  -3.28  -3.38  -0.0343
C  -0.81  -2.44  -3.81  -0.1478
N  -0.41  -1.15  -4.27  0.1698
C  -1.00  0.00  -4.37  0.0485
C  -2.30  0.41  -3.88  -0.1565
C  -3.09  1.19  -4.74  0.0054
C  -4.38  1.54  -4.39  -0.0360
C  -4.88  1.15  -3.15  -0.0227
C  -4.09  0.44  -2.26  0.0078
C  -2.80  0.09  -2.62  -0.3020
O  -2.01  -0.53  -1.70  -0.3427
H  -4.84  -1.85  -5.37  0.1021
H  -4.86  -2.90  -3.93  0.1048
H  -4.23  -3.52  -5.49  0.1104
H  -3.39  -4.63  -3.63  0.1196
H  -1.59  -6.06  -2.79  0.1238
H  0.75  -5.23  -2.69  0.1192
H  1.23  -2.90  -3.35  0.1068
H  0.56  -1.13  -4.56  0.1444
H  -0.42  0.73  -4.92  0.1656
H  -2.70  1.47  -5.71  0.1356
H  -4.99  2.11  -5.07  0.1249
H  -5.89  1.42  -2.87  0.1263
H  -4.45  0.17  -1.27  0.1257
N  1.64  -3.13  0.68  0.1716
C  0.36  -3.42  0.80  -0.7709
N  -0.04  -4.39  1.61  0.1502
S  -0.88  -2.63  -0.13  0.7301
H  2.34  -3.67  1.17  0.1464
H  1.95  -2.49  -0.06  0.0542
H  0.61  -5.02  2.06  0.1400
H  -1.02  -4.60  1.69  0.1141
O  0.30  0.14  1.19  -0.4540
P  -0.22  0.45  2.62  0.5833
N  0.93  -0.01  3.66  -0.1731
C  2.00  -1.00  3.40  -0.1834
C  3.11  -0.55  4.34  -0.1527
C  2.34  -0.04  5.56  -0.1424
C  1.15  0.70  4.94  -0.1588
N  -0.51  2.05  2.68  -0.1742
C  0.52  3.01  2.22  -0.1724
C  0.00  4.36  2.71  -0.1491
C  -0.72  3.99  4.01  -0.1487
C  -1.42  2.69  3.66  -0.1683
N  -1.60  -0.32  2.94  -0.1829
C  -2.85  -0.08  2.19  -0.1912
C  -3.77  -1.20  2.67  -0.1493
C  -3.33  -1.41  4.12  -0.1433
C  -1.81  -1.29  4.04  -0.1573
H  2.28  -0.98  2.35  0.0865
H  1.65  -2.01  3.66  0.1148
H  3.68  0.26  3.88  0.1194
H  3.80  -1.36  4.58  0.1221
H  2.93  0.61  6.20  0.1258
H  1.99  -0.88  6.16  0.1234
H  1.39  1.75  4.75  0.1068
H  0.27  0.66  5.58  0.1135
H  0.63  2.97  1.13  0.0866
H  1.50  2.78  2.66  0.1191
H  -0.71  4.77  2.00  0.1150
H  0.80  5.08  2.85  0.1242
H  -1.41  4.76  4.35  0.1265
H  0.01  3.83  4.81  0.1158
H  -2.39  2.89  3.19  0.1127
H  -1.59  2.05  4.53  0.1140
H  -2.68  -0.13  1.11  0.0686
H  -3.26  0.90  2.42  0.1134
H  -3.59  -2.10  2.08  0.1089
H  -4.82  -0.94  2.57  0.1245
H  -3.65  -2.36  4.53  0.1250
H  -3.74  -0.62  4.75  0.1254
H  -1.35  -2.25  3.80  0.1093
H  -1.37  -0.93  4.97  0.1105

## Properties
* net charge: +3
* calculated total energy: -97389.4120 eV
* LUMO energy (alpha / beta): -8.23 / -9.27 eV
* multiplicity: 4
* <S²>: 3.77
* gap between HOMO and LUMO (alpha / beta): 6.33 / 5.31 eV

---

(4)
Formula: C37H51BBrN7O7
Source: the Open Molecules 2025 dataset
Level of theory: ωB97M-V/def2-TZVPD

Each line ends with the Löwdin charge.
Positions of all 104 atoms, in Å:
C  -5.19  -2.40  -1.22  -0.1241
C  -3.67  -1.71  -1.30  -0.2120
C  -3.51  -0.75  -2.61  -0.1264
C  -1.95  -0.56  -3.14  -0.2930
C  -2.18  0.10  -4.62  -0.0688
C  -1.05  -0.29  -5.74  -0.5965
O  -0.22  0.70  -6.17  -0.1281
Br  -0.79  -2.08  -6.60  0.6721
O  -1.47  -1.94  -3.30  -0.0367
C  -0.25  -2.01  -2.49  -0.2302
O  0.76  -2.80  -2.85  0.0315
O  -0.43  -1.05  -1.38  0.0041
C  -0.87  0.19  -2.11  -0.1887
C  0.32  1.10  -2.76  -0.0890
C  1.64  1.33  -1.81  -0.1212
C  2.60  -0.01  -1.66  -0.1745
O  2.38  -0.54  -0.31  -0.1135
C  3.25  -1.70  -0.06  -0.2659
C  3.56  -2.88  -1.16  -0.0229
O  3.79  -1.78  1.19  -0.0460
B  -1.53  1.18  -0.93  -0.4097
N  -2.56  2.27  -1.20  0.1407
O  -1.01  0.98  0.46  0.0210
H  -5.63  -2.19  -0.14  0.0800
H  -5.92  -1.92  -1.99  0.0725
H  -5.15  -3.58  -1.33  0.0769
H  -2.92  -2.61  -1.24  0.1131
H  -3.58  -1.06  -0.32  0.1063
H  -4.03  0.28  -2.33  0.1351
H  -4.21  -1.22  -3.46  0.1288
H  -2.15  1.27  -4.48  0.1438
H  -3.23  -0.15  -5.09  0.1366
H  0.72  0.55  -3.74  0.1354
H  -0.12  2.15  -3.09  0.1400
H  1.41  1.79  -0.75  0.1222
H  2.32  2.13  -2.37  0.1264
H  2.36  -0.76  -2.53  0.1210
H  3.73  0.35  -1.77  0.1334
H  2.63  -3.59  -1.20  0.0965
H  4.48  -3.54  -0.80  0.1099
H  3.86  -2.45  -2.22  0.0937
H  -2.18  2.81  -2.03  0.0905
H  -2.47  2.96  -0.40  0.0814
H  -1.58  0.33  0.95  0.0985
C  -0.62  -1.21  4.43  -0.1131
C  0.42  -0.55  5.13  -0.1128
C  1.33  -0.12  4.19  -0.1270
N  0.88  -0.50  2.95  0.0258
C  -0.31  -1.16  3.09  -0.1494
H  -1.50  -1.67  4.86  0.0638
H  0.49  -0.40  6.20  0.0895
H  2.26  0.42  4.30  0.1072
H  1.36  -0.33  2.08  0.1247
H  -0.83  -1.55  2.22  0.1018
C  5.72  5.43  -1.45  -0.0998
C  6.30  4.50  -2.35  -0.1018
C  5.79  3.26  -2.04  -0.1354
N  4.93  3.40  -0.98  -0.0262
C  4.88  4.73  -0.62  -0.1535
H  5.90  6.50  -1.42  0.0962
H  7.01  4.71  -3.14  0.0954
H  5.97  2.28  -2.47  0.1067
H  4.42  2.66  -0.53  0.1327
H  4.25  5.05  0.20  0.1133
C  -4.06  -7.56  -1.73  -0.1155
C  -3.08  -6.56  -1.92  -0.1164
C  -3.44  -5.84  -3.03  -0.1503
N  -4.61  -6.36  -3.52  -0.0028
C  -5.00  -7.41  -2.73  -0.1446
H  -4.09  -8.31  -0.95  0.0915
H  -2.20  -6.39  -1.31  0.0919
H  -2.97  -4.99  -3.52  0.1037
H  -5.10  -6.03  -4.34  0.1468
H  -5.90  -7.96  -2.95  0.1045
C  -4.10  -3.98  7.26  -0.1144
C  -3.14  -3.03  6.84  -0.1201
C  -3.79  -1.83  6.66  -0.1492
N  -5.12  -2.03  6.94  -0.0058
C  -5.31  -3.34  7.31  -0.1459
H  -3.92  -5.03  7.49  0.0911
H  -2.08  -3.20  6.70  0.0893
H  -3.43  -0.86  6.35  0.1035
H  -5.84  -1.33  6.89  0.1467
H  -6.30  -3.70  7.58  0.1041
C  5.92  1.12  3.36  -0.1125
C  5.97  2.39  4.00  -0.1175
C  5.97  3.34  3.00  -0.1414
N  5.91  2.69  1.79  0.0025
C  5.87  1.34  2.01  -0.1398
H  5.90  0.15  3.85  0.0946
H  6.02  2.58  5.06  0.0899
H  6.00  4.42  3.05  0.1042
H  5.90  3.15  0.89  0.0952
H  5.82  0.65  1.17  0.1003
C  0.56  6.31  -1.09  -0.1132
C  -0.61  7.10  -1.19  -0.1129
C  -1.52  6.58  -0.30  -0.1428
N  -0.95  5.50  0.32  -0.0050
C  0.33  5.33  -0.16  -0.1486
H  1.48  6.44  -1.65  0.0912
H  -0.76  7.96  -1.83  0.0930
H  -2.53  6.88  -0.07  0.1062
H  -1.40  4.92  1.01  0.1450
H  0.95  4.53  0.22  0.1010

## Properties
* SMILES string: CCC[C@]1(CC(=O)Br)OC(=O)O[C@]1(CCCOC(C)=O)B(N)O.c1cc[nH]c1.c1cc[nH]c1.c1cc[nH]c1.c1cc[nH]c1.c1cc[nH]c1.c1cc[nH]c1
* net charge: 0
* calculated total energy: -134670.5303 eV
* LUMO energy: -0.54 eV
* multiplicity: 1
* gap between HOMO and LUMO: 7.35 eV